Entry 1:
ORCA calculation (wB97M-V/def2-TZVPD) on an isolated molecule of C3H4N2O2 at a distorted geometry.

Output
Frontier orbital gap ... 11.1 eV
SMILES string ... O[C@@]12N=CCN1O2
ΔE to the lowest compared entry with this formula, charge and spin ... 607.2 kJ/mol

```
11
Properties=species:S:1:pos:R:3:forces:R:3
C 0.999 -0.909 0.375 -0.50 -0.80 -0.57
H 1.655 -1.728 0.568 1.29 0.13 0.07
C 1.176 0.454 -0.223 0.78 0.44 -2.60
O -0.821 1.164 0.775 -1.24 -0.29 2.19
H -2.723 0.300 -0.742 -0.10 -0.31 -0.03
N -0.247 0.876 -0.508 2.02 -0.52 -0.69
H 1.726 1.063 0.446 -0.13 1.02 1.26
C -0.930 -0.097 0.282 -5.18 0.05 -4.11
H 1.824 0.673 -1.153 -1.19 -1.32 0.98
N -0.206 -1.203 0.645 0.01 -0.29 0.98
O -2.453 -0.593 -0.466 4.23 1.88 2.53
```
Positions in Å, forces in eV/Å.

=====

Entry 2:
ORCA calculation (wB97M-V/def2-TZVPD) on a cluster of 14 separate species, C40H114N14O20 in total at a distorted geometry.

Output
Frontier orbital gap ... 8.3 eV
ΔE to the lowest compared entry with this formula, charge and spin ... 912.5 kJ/mol

```
188
Properties=species:S:1:pos:R:3:forces:R:3
H -7.082 -6.007 0.587 0.51 -0.30 -0.13
H 5.181 -8.225 -1.449 -0.01 -0.27 -0.23
H -1.890 6.037 5.379 -0.12 -0.23 0.18
N 2.727 1.652 2.121 -0.65 -0.43 0.66
C -6.130 -7.205 2.787 -1.45 0.10 -0.63
O -7.878 3.334 2.770 -2.99 -0.34 2.51
C 4.509 -7.965 -0.631 -0.14 -0.64 -0.06
H 1.023 4.221 -0.461 -0.14 0.48 0.07
N 12.065 2.481 3.114 0.90 -1.95 -1.20
H 11.180 2.004 3.207 0.85 -0.71 -0.60
O 0.125 1.007 1.584 -1.07 -0.95 0.28
H 12.955 2.135 2.785 -0.59 -0.65 0.20
C -3.069 2.657 -10.109 0.15 0.09 0.57
O -3.073 3.952 -8.003 -0.90 -1.79 -0.77
H 4.034 3.931 -7.472 0.65 -0.54 -0.10
N -8.370 3.773 4.950 4.81 1.65 3.87
H -3.325 2.916 7.497 0.00 -0.26 -0.05
H 0.939 5.872 -13.127 0.09 0.29 -0.01
H 7.694 -0.261 2.496 0.04 -0.23 -0.02
H 4.652 -5.834 -1.844 0.44 0.51 -0.03
H 3.018 5.003 2.620 -0.71 0.17 0.57
O 2.563 4.227 0.807 -0.25 -0.98 -1.04
O -11.490 -4.438 4.969 -0.02 -0.06 -0.34
N -9.294 -4.979 2.883 1.41 -0.14 0.09
C 3.915 -6.178 12.026 0.28 -1.26 1.21
C 3.786 -5.818 -1.183 0.49 0.11 -0.60
H -5.867 -8.160 3.242 -0.26 0.14 0.08
H -3.526 1.757 -10.519 -0.30 0.19 -0.46
H 0.244 -8.287 6.491 0.40 -1.04 0.17
C 3.452 0.911 -10.825 0.52 0.24 -0.25
H -6.246 -6.413 3.526 0.34 -0.09 0.19
H -1.334 -6.008 -2.884 -0.22 -0.10 -0.19
H -2.063 2.339 -9.836 0.19 -0.25 0.67
H -1.862 0.652 2.126 -0.16 0.30 0.27
H 10.094 3.570 3.440 0.13 0.64 0.08
H 1.720 0.862 -6.795 -0.11 0.25 -0.60
H -4.344 7.438 0.811 0.00 0.16 -0.18
H 4.078 -5.303 -0.267 0.03 -0.84 0.76
H 1.245 -0.027 11.730 0.74 0.45 0.34
H 1.268 -9.198 5.283 -0.43 0.01 0.82
H 1.547 -3.601 11.179 -0.38 -0.13 0.28
C 4.238 2.099 -10.249 -1.22 -0.17 0.44
H -4.524 4.981 -6.964 -0.45 -0.19 0.17
H 1.583 3.132 3.233 -0.52 -0.21 -0.19
C -12.070 -5.035 6.100 -0.49 -0.03 0.26
H 3.359 -7.115 12.047 -0.58 0.20 -0.84
N 0.804 -8.382 5.656 -0.53 -1.48 2.53
H 1.745 2.822 -9.124 -0.79 0.00 0.72
H 2.247 1.826 1.249 0.11 0.05 -0.26
C 0.599 -7.334 4.890 -2.93 3.04 3.98
H -8.956 -5.772 3.410 -0.96 -0.04 1.34
H 0.744 5.082 1.130 -0.46 0.08 -0.21
H 4.198 4.092 1.932 0.11 -0.88 -0.25
H 5.258 7.158 -2.588 0.79 -0.52 -1.10
H 6.722 0.899 2.491 -0.30 0.12 -0.05
H -0.756 3.897 -13.582 0.54 -0.30 0.01
H -4.349 2.288 -8.375 0.18 -0.17 0.09
H -1.492 2.578 -11.918 0.65 -0.14 -0.07
H 3.291 -2.895 9.667 -0.35 -0.14 -0.42
C -8.109 -4.863 2.024 -1.21 -0.58 -1.22
N 1.179 -7.471 3.785 2.79 0.52 -6.93
H -2.320 4.439 -10.714 -0.32 0.33 0.93
H -2.037 6.960 4.188 -0.17 0.08 -0.26
H -2.715 -3.552 -2.997 -0.32 -0.39 -0.07
H 3.104 0.249 -5.987 0.33 0.36 0.26
O 13.082 4.236 4.040 2.76 2.13 0.66
H 2.590 0.454 3.718 -0.52 -0.12 0.56
O -4.166 6.855 1.549 0.24 0.00 0.16
O 3.580 1.884 -7.143 -0.47 0.96 -1.05
H 4.205 9.789 -1.311 0.33 -0.27 0.12
H 2.824 3.557 -10.857 0.60 -0.40 -0.62
O 7.648 0.688 2.607 0.26 0.16 0.07
H 3.223 -3.899 -1.925 0.27 0.12 0.70
H -7.203 -4.412 2.426 0.28 -0.36 0.89
N -9.954 3.199 3.906 -6.69 -1.91 -3.02
H 2.254 0.634 -14.011 -0.36 0.69 0.57
H 0.043 -0.288 3.281 0.21 -0.31 -0.25
H 2.529 3.650 -6.788 -0.51 -0.17 -0.02
O -3.272 3.871 7.460 -0.03 0.16 -0.22
C -2.222 3.324 -12.232 0.09 -0.47 -0.26
H -10.523 3.101 3.077 -0.23 -0.12 0.30
H 4.429 -3.759 12.349 -0.36 0.31 0.43
H 1.010 -3.907 -1.327 0.39 -0.04 -0.36
O 6.140 10.021 -2.995 1.62 4.11 -1.36
H -13.132 -5.218 5.934 0.05 -0.16 -0.78
C -10.160 -3.941 5.055 -0.54 -0.10 -0.96
N 10.862 4.064 3.870 -3.02 2.73 1.19
H -8.632 -3.196 3.850 0.48 0.12 -0.11
H 1.004 -6.099 -2.874 -0.05 -0.19 -0.34
N 5.769 7.892 -3.058 1.50 -4.72 -2.53
H 2.536 0.706 -10.271 -0.24 0.08 0.14
H 0.288 1.423 3.567 -0.03 0.05 0.40
H -8.975 3.611 5.742 0.86 0.07 -0.04
H 1.587 -8.345 3.487 -0.07 0.44 0.00
C 3.117 4.066 2.073 0.13 0.33 1.31
H -4.685 3.784 -9.267 -0.22 -0.24 -0.29
H -4.993 6.398 1.700 -0.23 -0.20 0.07
C 0.559 -5.841 -1.913 -0.05 1.66 -0.67
C 4.056 -3.956 11.344 0.09 0.15 0.49
N 4.707 8.979 -1.646 -3.98 1.10 4.51
H 2.339 -0.445 2.329 -0.06 0.16 -0.68
H 4.071 0.015 -10.775 0.20 -0.27 0.00
O -0.046 -6.329 5.273 0.78 -1.21 -0.63
N 1.912 -2.666 11.294 0.19 -0.06 0.44
H 10.792 5.033 4.145 -0.63 -0.25 0.05
C 1.420 -0.250 10.678 0.47 -1.05 0.32
H 3.127 2.847 3.878 0.47 -0.38 -0.15
C 1.061 -1.749 10.545 1.63 1.42 -1.21
H -1.983 4.950 -13.783 -0.85 0.81 0.72
C 2.593 2.859 2.928 0.52 1.54 -1.34
H 4.520 8.072 -1.245 -0.37 0.68 0.13
H -1.286 2.400 1.930 -0.81 -0.01 0.20
C -1.475 4.437 -12.966 1.54 -0.31 -0.30
C -1.839 -3.566 -3.646 0.22 0.23 0.08
C -3.732 4.257 -6.773 1.06 0.85 -0.82
H -11.625 -5.999 6.349 0.30 0.01 0.12
H -8.707 -6.520 0.706 -0.20 -0.38 0.61
H 2.843 -5.160 -2.906 -0.69 -0.39 -0.50
C -0.836 -5.251 -2.279 -0.11 -0.42 0.52
C 1.147 4.207 0.622 0.64 0.29 0.08
C 0.563 0.597 2.912 -0.48 1.73 -1.19
H -1.969 -4.123 -4.574 -0.46 -0.20 0.03
C 2.647 1.181 -6.318 0.02 0.74 -0.38
O 3.281 -5.136 11.372 -0.46 -0.05 -0.53
H -0.516 6.995 -13.123 0.25 -0.01 -0.59
C -1.285 1.377 1.552 1.64 -0.35 0.04
H -2.954 4.791 -6.228 -0.13 -0.01 0.30
H 4.980 -4.139 10.795 0.05 0.09 -0.57
H -0.005 -1.720 10.768 0.08 -0.88 0.28
H -10.174 -3.031 5.656 0.07 0.53 -0.31
C 3.185 3.253 -7.563 0.11 -0.46 0.84
N -2.948 3.727 -11.057 -0.13 1.04 -1.09
H -8.388 -4.093 1.304 0.13 -0.33 -0.89
H -2.863 2.764 -12.913 -0.17 0.24 -0.35
O -0.707 -4.035 -2.966 1.38 0.48 -0.52
C 2.794 -4.898 -1.849 -0.27 0.40 -1.00
H 4.634 1.763 -9.291 -0.12 0.35 0.18
H 4.047 -8.847 -0.187 0.37 -0.22 -0.12
H 5.156 -7.505 0.116 -0.34 0.48 0.27
H 2.357 1.858 -5.515 0.04 -0.33 0.50
N 1.450 -4.816 -1.329 -0.36 -1.28 0.46
H 2.644 1.924 11.244 0.12 -0.49 0.50
H -5.337 -6.947 2.085 -0.09 0.14 -0.24
H 2.012 -0.494 -12.620 -0.17 0.25 0.16
C 3.275 -2.781 10.751 0.42 -0.14 0.08
O 3.427 -7.203 -1.103 -0.44 1.51 0.82
C 12.101 3.681 3.689 -0.45 -1.98 -0.40
O -0.739 5.264 -12.034 -0.62 -0.29 -0.38
H -9.489 -4.590 5.616 0.01 -0.60 -0.08
H 5.105 2.275 -10.885 -0.18 0.22 -0.18
O -1.441 6.735 4.902 0.25 0.10 0.06
N 3.431 3.332 -10.082 1.32 0.70 -0.16
H -10.108 -3.086 2.941 -0.43 0.04 0.36
H -7.379 3.927 5.068 -0.17 0.02 0.61
H -1.672 -2.523 -3.914 0.27 -0.03 0.00
H 6.512 7.822 -3.739 -0.25 -0.78 0.24
C 0.117 6.309 -12.561 -1.74 -0.74 0.66
H 3.953 1.868 10.071 0.35 -0.99 0.10
C -3.898 3.106 -8.936 0.74 1.56 1.73
C 2.057 0.512 2.769 1.45 -0.49 0.66
H -1.502 -4.978 -1.461 0.08 -0.71 0.72
H 3.568 -0.266 -13.436 0.01 -0.54 0.05
H -1.649 1.337 0.526 0.27 0.12 -0.02
C -8.698 3.372 3.757 4.91 0.90 -3.34
C 5.573 9.070 -2.597 0.35 0.37 0.00
C -9.551 -3.734 3.618 -0.05 -0.65 1.47
O -7.430 -7.380 2.129 0.44 0.94 0.01
C -7.847 -6.258 1.321 0.86 1.44 0.00
H -10.365 3.584 4.744 -0.47 -0.25 -0.89
H -3.116 4.138 8.366 0.05 0.13 0.23
O 2.758 0.067 10.194 -0.82 -0.22 1.30
C 2.670 0.240 -13.084 1.84 0.27 0.95
H 0.637 0.303 10.160 0.19 0.27 -0.55
H 4.012 -6.038 13.103 0.23 0.79 0.30
H -4.053 3.412 -6.163 -0.16 -0.27 -0.31
H 0.615 3.309 0.936 0.37 -0.19 0.48
C 2.974 1.457 10.316 -1.21 0.97 -1.03
H 2.173 4.526 -8.895 0.08 0.07 -0.20
H 1.168 -6.704 3.128 -0.02 -0.25 0.02
H 0.558 -6.781 -1.361 -0.48 0.21 0.35
H 1.241 -1.949 9.489 -0.61 -0.21 -0.56
H -12.160 -4.404 6.984 0.83 0.37 0.23
O 3.192 1.265 -12.159 -1.53 -0.29 -1.88
H 3.860 -1.875 10.911 -0.16 -0.01 0.29
C 2.569 3.511 -8.939 -0.10 -2.02 0.62
H 0.396 6.877 -11.673 0.56 -0.25 -0.13
H 2.312 1.887 9.563 -0.13 0.57 -0.20
H 4.908 -6.455 11.670 0.21 0.39 -0.46
```
Positions in Å, forces in eV/Å.